No. 1
Entry from the Open Molecules 2025 dataset: a structure of composition C28H80AsF6O12 in a non-equilibrium geometry (wB97M-V/def2-TZVPD).

The geometry in XYZ format:
```
127
Properties=species:S:1:pos:R:3:forces:R:3:lowdin_charge:R:1
As -0.209 -1.171 -0.058 0.94 -0.18 -0.02 0.79
F -0.219 -0.676 -1.732 -0.30 -0.04 0.19 -0.24
F -1.681 -2.082 -0.234 -0.04 0.39 -0.20 -0.23
F -0.180 -1.628 1.626 0.04 -0.01 -0.31 -0.24
F 1.311 -0.337 0.146 -0.23 0.06 0.10 -0.24
F -1.071 0.288 0.353 0.00 -0.23 -0.05 -0.24
F 0.704 -2.575 -0.537 -0.29 0.06 0.24 -0.24
C -2.795 3.922 1.370 -0.04 0.86 -0.37 -0.06
C -3.903 3.629 2.361 -0.17 -0.60 -0.15 -0.51
C -4.493 4.887 2.956 0.03 0.51 -0.61 -0.07
O -4.957 2.934 1.692 0.03 0.06 0.11 -0.07
H -3.202 4.597 0.605 -0.10 -0.15 -0.02 0.09
H -2.437 3.043 0.838 0.05 -0.12 0.40 0.05
H -1.961 4.482 1.795 0.17 -0.28 0.26 0.08
H -3.526 2.972 3.159 0.07 0.15 0.05 0.13
H -4.870 5.532 2.153 0.00 -0.19 -0.11 0.08
H -3.715 5.484 3.437 -0.13 -0.17 0.39 0.08
H -5.352 4.684 3.593 0.22 -0.09 0.30 0.08
H -4.590 2.072 1.429 -0.08 0.00 0.02 0.04
C -2.539 2.244 -1.787 -0.17 0.96 0.14 -0.05
C -3.036 2.772 -3.138 0.70 -0.78 0.16 -0.46
C -1.971 3.678 -3.753 -0.10 0.44 0.47 -0.06
O -3.302 1.667 -3.991 -0.14 0.15 -0.21 -0.07
H -2.363 3.099 -1.122 -0.06 -0.16 -0.11 0.05
H -1.579 1.735 -1.874 -0.09 -0.21 -0.18 0.06
H -3.274 1.598 -1.310 0.01 -0.10 -0.06 0.09
H -3.973 3.311 -2.995 -0.07 -0.04 -0.12 0.13
H -1.966 4.656 -3.258 -0.04 -0.02 -0.02 0.08
H -2.125 3.846 -4.819 -0.03 -0.14 -0.03 0.08
H -0.987 3.247 -3.563 0.05 -0.10 -0.29 0.04
H -2.457 1.190 -4.103 -0.26 0.02 0.00 0.04
C 0.112 1.682 3.271 -0.39 -0.68 0.11 -0.05
C -0.075 2.763 4.312 0.45 0.10 -0.06 -0.48
C 0.179 2.272 5.731 -0.09 -0.38 -0.12 -0.05
O 0.857 3.808 4.001 0.06 0.01 -0.20 -0.05
H -0.587 0.861 3.463 -0.18 0.15 -0.03 0.07
H 1.087 1.195 3.318 0.25 0.39 -0.01 0.07
H -0.075 2.033 2.259 0.10 0.13 0.02 0.07
H -1.090 3.158 4.223 -0.15 0.04 0.04 0.12
H 1.077 1.650 5.757 0.14 0.21 0.00 0.07
H -0.627 1.632 6.099 -0.11 0.16 -0.02 0.08
H 0.314 3.124 6.397 -0.06 -0.06 0.13 0.07
H 0.596 4.619 4.444 -0.06 -0.06 0.08 0.08
C -0.988 0.327 -6.696 -0.12 0.12 0.48 -0.04
C -0.074 0.287 -5.485 0.62 0.49 -0.27 -0.47
C 0.948 1.421 -5.413 -0.13 0.54 -0.09 -0.05
O -0.896 0.326 -4.326 0.07 -0.27 -0.13 -0.06
H -1.702 -0.488 -6.573 -0.04 0.00 -0.27 0.09
H -0.427 0.213 -7.621 0.02 -0.05 -0.02 0.08
H -1.548 1.264 -6.725 0.01 0.02 -0.02 0.08
H 0.513 -0.639 -5.540 -0.43 -0.04 0.19 0.11
H 1.633 1.421 -6.265 0.03 -0.16 0.04 0.09
H 1.537 1.342 -4.495 -0.17 0.28 -0.29 0.05
H 0.483 2.409 -5.375 -0.28 -0.09 -0.12 0.07
H -0.367 0.135 -3.542 -0.05 -0.11 0.13 0.06
C -1.558 -4.482 3.341 -1.10 -0.36 0.27 -0.05
C -1.688 -4.834 1.859 -0.20 0.60 0.31 -0.49
C -1.903 -6.300 1.608 0.37 -1.10 0.35 -0.07
O -2.821 -4.139 1.324 0.32 -0.01 -0.06 -0.06
H -1.742 -3.424 3.516 0.47 0.16 -0.30 0.05
H -0.636 -4.810 3.819 0.08 0.03 -0.11 0.08
H -2.412 -4.945 3.856 0.21 -0.24 0.07 0.08
H -0.767 -4.503 1.366 -0.12 -0.03 -0.24 0.12
H -1.086 -6.893 2.038 0.19 0.18 -0.29 0.08
H -1.988 -6.529 0.546 0.12 0.11 -0.04 0.07
H -2.776 -6.745 2.097 -0.27 0.60 0.01 0.08
H -2.485 -3.347 0.884 -0.12 -0.04 0.02 0.03
C 1.557 4.774 -2.567 -0.38 -0.05 -0.27 -0.06
C 0.981 4.150 -1.302 0.38 -0.24 -0.03 -0.49
C 1.284 2.672 -1.236 -0.73 -0.31 0.06 -0.05
O 1.581 4.782 -0.167 -0.32 -0.06 -0.03 -0.04
H 2.620 4.546 -2.642 0.05 0.12 0.10 0.08
H 1.403 5.857 -2.577 0.13 0.02 0.06 0.07
H 1.075 4.391 -3.471 -0.04 -0.09 0.09 0.06
H -0.113 4.223 -1.271 0.02 0.42 -0.01 0.12
H 2.354 2.473 -1.184 -0.02 -0.12 -0.13 0.09
H 0.787 2.197 -2.090 0.53 -0.01 -0.29 0.06
H 0.768 2.178 -0.409 0.32 0.29 0.34 0.06
H 1.356 5.716 -0.219 0.06 0.01 0.11 0.08
C 3.483 -0.901 3.248 -0.24 0.75 0.42 -0.06
C 4.432 -0.482 2.139 -0.66 0.32 -0.42 -0.47
C 4.803 -1.624 1.221 1.03 0.14 -0.13 -0.05
O 3.808 0.532 1.337 -0.11 -0.16 0.20 -0.07
H 3.204 -0.001 3.806 0.04 -0.02 0.00 0.07
H 3.909 -1.587 3.982 0.04 -0.25 -0.25 0.08
H 2.541 -1.278 2.836 0.14 -0.31 -0.05 0.07
H 5.287 0.052 2.557 0.23 -0.40 0.04 0.14
H 3.929 -2.014 0.702 -0.12 -0.16 0.23 0.06
H 5.355 -2.420 1.725 -0.30 -0.14 0.07 0.08
H 5.472 -1.243 0.445 -0.04 0.02 0.01 0.07
H 2.999 0.134 0.984 -0.01 0.27 -0.05 0.04
C 3.950 -0.599 -2.149 0.24 0.09 0.25 -0.04
C 3.563 -1.514 -3.283 0.22 -0.53 -0.05 -0.47
C 2.269 -1.143 -3.971 -0.23 -0.17 -0.25 -0.05
O 4.657 -1.538 -4.219 0.10 0.35 0.06 -0.06
H 3.871 0.458 -2.407 -0.02 -0.02 -0.13 0.08
H 4.982 -0.801 -1.860 0.01 0.02 -0.06 0.08
H 3.345 -0.774 -1.261 -0.20 0.02 -0.15 0.05
H 3.476 -2.534 -2.883 -0.12 0.05 0.06 0.13
H 2.201 -1.632 -4.949 0.17 -0.10 0.07 0.08
H 2.169 -0.071 -4.158 0.45 -0.61 0.33 0.04
H 1.396 -1.488 -3.415 0.07 0.09 0.22 0.08
H 4.499 -2.239 -4.857 -0.10 0.00 -0.01 0.08
C 0.129 -1.805 4.866 0.03 0.07 0.03 -0.17
O -0.427 -2.050 6.153 0.13 0.11 0.23 -0.12
H 0.779 -0.932 4.922 -0.08 0.06 0.15 0.06
H 0.748 -2.640 4.530 -0.14 -0.09 -0.09 0.07
H -0.655 -1.599 4.141 0.12 0.00 -0.19 0.05
H -1.262 -2.512 6.054 0.02 -0.06 -0.11 0.06
C 0.202 -4.897 -2.415 -0.16 0.15 0.75 -0.17
O -0.296 -5.832 -3.358 0.10 0.04 -0.13 -0.12
H 0.001 -5.215 -1.385 0.00 -0.09 -0.03 0.06
H 1.283 -4.817 -2.504 -0.01 -0.06 -0.28 0.07
H -0.241 -3.903 -2.503 0.05 0.00 -0.28 0.07
H -1.254 -5.823 -3.293 0.00 -0.01 -0.02 0.07
C -4.003 -0.784 2.010 0.58 0.11 -0.48 -0.11
O -3.675 0.415 1.310 -0.11 0.04 0.17 -0.15
H -4.174 -1.591 1.294 -0.33 -0.04 0.13 0.07
H -3.167 -1.107 2.639 -0.11 0.10 0.18 0.07
H -4.880 -0.572 2.613 -0.06 -0.16 0.01 0.08
H -2.805 0.312 0.904 -0.04 0.03 0.00 0.03
C 2.465 -4.364 0.889 -0.04 0.20 -0.10 -0.18
O 3.650 -4.908 1.451 0.22 0.02 0.06 -0.12
H 2.054 -3.516 1.443 0.04 -0.16 0.25 0.06
H 2.721 -3.949 -0.085 0.01 -0.26 -0.07 0.06
H 1.701 -5.138 0.774 -0.08 0.09 -0.07 0.07
H 3.554 -4.988 2.402 -0.13 0.03 0.00 0.07
```
Positions in Å, forces in eV/Å.

Summary:
F_max, hartree/bohr: 0.0236
Net charge: -1
ΔE to the lowest compared entry with this formula, charge and spin, kJ/mol: 0.0
Gap between HOMO and LUMO, eV: 9.70
HOMO, eV: -7.39

=====

No. 2
Entry from the Open Molecules 2025 dataset: a structure of composition C11H17N2OS2Sm in a non-equilibrium geometry (wB97M-V/def2-TZVPD).

The geometry in XYZ format:
```
34
Properties=species:S:1:pos:R:3:forces:R:3:nbo_charge:R:1
Sm -0.325 -1.453 -0.133 -1.59 -0.43 0.43 1.44
C 1.901 -2.859 -0.695 -0.29 -0.10 -0.71 -0.37
C 1.280 -3.691 0.260 -0.94 -0.38 -0.13 -0.34
C 0.076 -4.247 -0.327 1.74 2.10 -0.98 -0.33
C 0.020 -3.732 -1.658 -0.79 0.18 0.77 -0.32
C 1.105 -2.862 -1.873 -0.29 -0.61 0.47 -0.38
H 2.834 -2.332 -0.632 0.24 0.06 0.34 0.23
H 1.644 -3.867 1.267 -0.06 -0.06 -0.15 0.23
H -0.737 -4.746 0.115 -0.48 -0.89 0.72 0.23
H -0.842 -3.836 -2.314 0.31 -0.16 0.00 0.23
H 1.166 -2.267 -2.757 0.60 0.23 -0.47 0.23
C -2.418 1.798 -0.325 -1.18 2.34 -1.17 -0.66
C -2.379 0.416 0.163 1.39 -0.51 4.91 -0.33
S -2.841 -0.817 -0.893 0.34 -1.57 -1.23 -0.23
C -2.058 0.235 1.593 -1.00 0.83 -4.15 -0.18
C -2.223 1.436 2.468 1.11 0.44 0.58 -0.66
S -1.455 -1.211 2.283 0.24 -0.72 0.40 -0.25
H -2.440 1.790 -1.447 -0.07 0.11 1.00 0.23
H -1.592 2.484 -0.025 -0.26 -0.66 0.06 0.20
H -3.363 2.334 0.026 0.96 -0.57 -0.57 0.22
H -2.956 2.168 2.106 0.00 -0.43 0.22 0.22
H -1.267 1.984 2.557 -0.14 -0.01 -0.06 0.20
H -2.423 1.094 3.491 -0.29 0.18 -0.24 0.23
C 1.756 2.553 -1.909 -0.61 -0.81 1.74 -0.41
N 1.896 2.482 -0.410 -0.17 0.56 -1.52 -0.60
C 1.502 1.382 0.262 0.03 0.57 0.09 0.83
N 1.832 1.471 1.604 -1.61 -2.72 -1.20 -0.81
O 0.899 0.431 -0.359 2.04 2.20 1.90 -0.74
H 1.889 1.501 -2.249 0.08 1.05 -0.18 0.23
H 2.534 3.249 -2.213 -0.20 -0.19 -0.51 0.21
H 0.724 2.887 -2.140 0.71 -0.06 -0.21 0.21
H 2.175 3.364 0.046 -0.29 -1.22 -0.13 0.40
H 2.375 2.224 1.934 0.54 0.53 0.25 0.40
H 1.712 0.636 2.183 -0.07 0.70 -0.25 0.43
```
Positions in Å, forces in eV/Å.

Summary:
<S²>: 8.78
F_max, hartree/bohr: 0.0997
Net charge: 0
ΔE to the lowest compared entry with this formula, charge and spin, kJ/mol: 35.5
Gap between HOMO and LUMO (alpha / beta), eV: 6.34 / 6.32
HOMO (alpha / beta), eV: -6.46 / -6.44
2S+1: 6

=====

The lowest net charge belongs to which entry?
C28H80AsF6O12

=====

Among the records above, which one has the lowest net charge?
C28H80AsF6O12

=====

Repeat the second record exactly.
Entry from the Open Molecules 2025 dataset: a structure of composition C11H17N2OS2Sm in a non-equilibrium geometry (wB97M-V/def2-TZVPD).

The geometry in XYZ format:
```
34
Properties=species:S:1:pos:R:3:forces:R:3:nbo_charge:R:1
Sm -0.325 -1.453 -0.133 -1.59 -0.43 0.43 1.44
C 1.901 -2.859 -0.695 -0.29 -0.10 -0.71 -0.37
C 1.280 -3.691 0.260 -0.94 -0.38 -0.13 -0.34
C 0.076 -4.247 -0.327 1.74 2.10 -0.98 -0.33
C 0.020 -3.732 -1.658 -0.79 0.18 0.77 -0.32
C 1.105 -2.862 -1.873 -0.29 -0.61 0.47 -0.38
H 2.834 -2.332 -0.632 0.24 0.06 0.34 0.23
H 1.644 -3.867 1.267 -0.06 -0.06 -0.15 0.23
H -0.737 -4.746 0.115 -0.48 -0.89 0.72 0.23
H -0.842 -3.836 -2.314 0.31 -0.16 0.00 0.23
H 1.166 -2.267 -2.757 0.60 0.23 -0.47 0.23
C -2.418 1.798 -0.325 -1.18 2.34 -1.17 -0.66
C -2.379 0.416 0.163 1.39 -0.51 4.91 -0.33
S -2.841 -0.817 -0.893 0.34 -1.57 -1.23 -0.23
C -2.058 0.235 1.593 -1.00 0.83 -4.15 -0.18
C -2.223 1.436 2.468 1.11 0.44 0.58 -0.66
S -1.455 -1.211 2.283 0.24 -0.72 0.40 -0.25
H -2.440 1.790 -1.447 -0.07 0.11 1.00 0.23
H -1.592 2.484 -0.025 -0.26 -0.66 0.06 0.20
H -3.363 2.334 0.026 0.96 -0.57 -0.57 0.22
H -2.956 2.168 2.106 0.00 -0.43 0.22 0.22
H -1.267 1.984 2.557 -0.14 -0.01 -0.06 0.20
H -2.423 1.094 3.491 -0.29 0.18 -0.24 0.23
C 1.756 2.553 -1.909 -0.61 -0.81 1.74 -0.41
N 1.896 2.482 -0.410 -0.17 0.56 -1.52 -0.60
C 1.502 1.382 0.262 0.03 0.57 0.09 0.83
N 1.832 1.471 1.604 -1.61 -2.72 -1.20 -0.81
O 0.899 0.431 -0.359 2.04 2.20 1.90 -0.74
H 1.889 1.501 -2.249 0.08 1.05 -0.18 0.23
H 2.534 3.249 -2.213 -0.20 -0.19 -0.51 0.21
H 0.724 2.887 -2.140 0.71 -0.06 -0.21 0.21
H 2.175 3.364 0.046 -0.29 -1.22 -0.13 0.40
H 2.375 2.224 1.934 0.54 0.53 0.25 0.40
H 1.712 0.636 2.183 -0.07 0.70 -0.25 0.43
```
Positions in Å, forces in eV/Å.

Summary:
<S²>: 8.78
F_max, hartree/bohr: 0.0997
Net charge: 0
ΔE to the lowest compared entry with this formula, charge and spin, kJ/mol: 35.5
Gap between HOMO and LUMO (alpha / beta), eV: 6.34 / 6.32
HOMO (alpha / beta), eV: -6.46 / -6.44
2S+1: 6